Below is a molecular structure, C3H4CdFO3 in a non-equilibrium geometry, with properties calculated with ωB97M-V/def2-TZVPD.

Computed properties:
Lowest unoccupied orbital energy, eV: 3.5
Gap between HOMO and LUMO, eV: 7.779

```
! wB97M-V def2-TZVPD RIJCOSX def2/J DEFGRID3
* xyz -1 1
C -2.720 -1.376 1.005
C -1.698 -0.521 0.986
H -3.107 -1.739 0.052
H -3.115 -1.765 1.944
F -1.224 -0.011 2.145
H -1.366 0.004 0.086
Cd -4.132 2.565 0.414
O 1.381 0.191 -2.298
C 1.056 0.383 -0.967
O 1.648 -0.333 -0.138
O 0.153 1.222 -0.778
H 2.072 -0.479 -2.335
*
```